Record 1
Below is C6H16NOS as an isolated structure in a non-equilibrium geometry, with properties calculated with ωB97M-V/def2-TZVPD.

Calculated values
- net charge = +1
- relative energy (zero: lowest compared OMol25 entry of this formula, charge and spin) (kcal per mole) = 109.2
- E (eV) = -20842.2292
- LUMO energy (eV) = -4.000

Cartesian coordinates (Å):
C (0.38067, 1.63699, 0.26744)
C (1.05853, 2.80584, 0.79453)
C (-1.74108, -2.07486, -0.25660)
C (3.07349, -2.07695, -0.48648)
C (-1.01305, 1.41143, 0.68027)
C (-1.67997, 0.23696, -0.09252)
N (-1.44617, -0.96618, 0.61134)
O (0.94582, -1.24710, 0.79613)
S (1.94475, -0.58173, -0.18163)
H (0.63121, 3.65962, 0.38949)
H (1.06362, 2.99529, 1.86178)
H (2.08843, 2.78220, 0.54745)
H (-1.09926, -1.98196, -1.11011)
H (-1.69887, -3.04866, 0.21776)
H (-2.80948, -2.09518, -0.48692)
H (3.09383, -2.42886, 0.51540)
H (2.63596, -2.89054, -0.93929)
H (4.06064, -1.77135, -0.69833)
H (-0.94489, 1.24716, 1.80180)
H (-1.46405, 2.42415, 0.61165)
H (-2.70080, 0.51930, -0.32276)
H (-0.96329, 0.15192, -0.98963)
H (-1.80996, -0.87432, 1.56402)
H (-0.16978, -1.01022, 0.76167)
H (2.83686, -0.01613, 0.75426)

Forces on the atoms, in the same order (eV/Å):
-0.244 -0.690 0.477
0.867 -1.416 0.988
-2.023 -1.504 0.912
-0.801 2.305 2.837
0.580 0.662 0.703
2.307 2.999 -1.080
0.520 0.082 1.469
1.099 -0.259 0.145
1.670 -1.015 -0.100
-0.987 1.914 -1.086
-0.657 -0.229 0.629
1.085 0.215 -0.565
0.070 -0.261 -0.507
0.995 -0.072 0.315
0.083 0.546 -0.771
0.391 -0.356 1.229
-1.058 -1.162 -2.132
0.908 0.303 -0.973
-0.223 0.062 -0.851
-0.574 -0.591 -0.103
-0.268 -0.618 -0.310
-1.804 0.324 0.621
-0.467 -0.942 -0.440
-0.865 0.020 -0.341
-0.605 -0.318 -1.066

=====

Record 2
Below is an isolated ion of composition C6H16NOS and charge +1 in a non-equilibrium geometry, with properties calculated with ωB97M-V/def2-TZVPD.

Calculated values
- net charge = +1
- relative energy (zero: lowest compared OMol25 entry of this formula, charge and spin) (kcal per mole) = 59.8
- E (eV) = -20844.3695
- LUMO energy (eV) = -3.406

Cartesian coordinates (Å):
C (1.58423, -0.15652, -1.73075)
C (-1.37121, -2.09772, -1.41391)
C (-0.62100, 2.38873, -0.03638)
C (0.24475, 1.13979, 2.66888)
C (1.29773, -0.22970, -0.23307)
C (-0.82422, -1.75295, -0.00626)
N (-0.08420, -0.40879, 0.13504)
O (-2.14653, 0.73874, 1.37192)
S (-0.76384, 0.89644, 1.09817)
H (1.12947, 0.67604, -2.12892)
H (2.61865, 0.08110, -1.72094)
H (1.46574, -1.03413, -2.23933)
H (-2.24954, -1.61700, -1.80212)
H (-0.46882, -2.15098, -1.98760)
H (-1.69456, -3.16753, -1.45652)
H (-1.63562, 2.63305, -0.28331)
H (-0.01928, 2.13417, -0.91409)
H (-0.03138, 3.11644, 0.48400)
H (-0.32136, 1.28547, 3.51398)
H (0.90734, 1.91722, 2.47181)
H (0.90380, 0.21346, 2.70721)
H (1.94547, -1.14667, 0.12704)
H (1.83109, 0.68723, 0.34452)
H (-1.59709, -1.70593, 0.80200)
H (-0.09964, -2.43996, 0.22864)

Forces on the atoms, in the same order (eV/Å):
1.166 1.312 3.065
0.451 -1.620 1.274
1.559 -1.549 0.576
1.543 -3.062 -3.186
2.895 -0.790 1.334
-2.417 2.740 0.326
-2.104 1.892 1.488
-0.831 -0.620 0.500
1.745 -1.007 -2.296
-1.393 1.557 -1.410
1.231 0.075 -0.467
-0.707 -2.153 -1.307
0.188 1.047 -0.174
0.016 0.594 -1.263
0.290 0.561 0.711
-0.435 0.199 0.119
-0.382 -0.321 0.121
-0.237 0.776 0.459
-1.752 0.235 1.629
0.987 1.651 -0.249
-1.081 0.943 0.190
-1.356 1.559 -0.168
-1.531 -1.843 -1.310
0.516 -0.347 -0.778
1.637 -1.831 0.818

=====

Record 3
Below is one molecule with the formula C6H16NP in a non-equilibrium geometry, with properties calculated with ωB97M-V/def2-TZVPD.

Calculated values
- net charge = 0
- relative energy (zero: lowest compared OMol25 entry of this formula, charge and spin) (kcal per mole) = 3.1
- E (eV) = -17259.0874
- LUMO energy (eV) = 1.077

Cartesian coordinates (Å):
C (2.55930, -1.27754, -1.18976)
C (-3.46752, -0.13432, -0.02812)
C (2.59639, -0.32963, -0.03494)
C (-0.49267, 2.40915, 0.66211)
C (-2.19178, -0.88029, 0.31293)
C (-0.84741, -0.46966, -0.39852)
N (1.53133, 0.73392, -0.03852)
P (0.06552, 0.57654, 0.80771)
H (1.69292, -1.85821, -1.21991)
H (3.37310, -1.87456, -1.34945)
H (-4.35815, -0.87356, 0.10212)
H (-3.67187, 0.79221, 0.51689)
H (-3.62350, 0.23075, -1.08485)
H (2.47168, -0.54865, -2.01513)
H (3.61014, 0.20357, -0.16430)
H (2.49841, -0.65688, 1.00548)
H (0.15303, 3.04964, 1.26909)
H (-0.48793, 2.72310, -0.32424)
H (-1.51229, 2.48178, 1.05774)
H (-2.31140, -1.88116, 0.24974)
H (-2.01469, -0.71475, 1.45568)
H (-0.19664, -1.39935, -0.53218)
H (-0.94394, -0.07336, -1.37021)
H (1.28236, 1.03477, -1.01422)

Forces on the atoms, in the same order (eV/Å):
-1.829 2.692 -0.414
-2.370 -0.565 -1.385
0.874 2.511 1.105
-0.348 -1.987 1.774
1.453 3.553 1.728
-0.555 -1.446 1.881
0.628 0.244 -2.108
0.770 0.616 0.474
-1.425 -1.104 -0.004
2.334 -1.372 -0.096
1.328 1.471 0.115
0.200 -0.385 0.467
0.736 -0.734 0.651
0.168 -0.665 -0.291
-1.376 -0.568 0.665
0.521 -0.792 -0.308
0.056 -0.364 -0.066
0.042 0.734 -2.073
0.119 0.023 -0.070
-0.611 -3.223 -0.542
-0.267 -0.306 -1.775
-0.803 1.218 0.454
-0.441 0.721 -1.248
0.798 -0.269 1.069

=====

Record 4
Below is one molecule with the formula C6H16NPS in a non-equilibrium geometry, with properties calculated with ωB97M-V/def2-TZVPD.

Calculated values
- net charge = 0
- relative energy (zero: lowest compared OMol25 entry of this formula, charge and spin) (kcal per mole) = 6.2
- E (eV) = -28095.0345
- LUMO energy (eV) = 0.719

Cartesian coordinates (Å):
C (-2.21649, -0.41244, 0.42979)
C (0.18727, 2.87315, -0.42771)
C (1.32906, -2.23936, 0.71466)
C (0.68166, -1.48542, -1.45660)
C (-1.36536, 0.37728, 1.37137)
C (0.49899, 1.45935, -0.87207)
N (0.56887, -1.26896, 0.00607)
P (0.38871, 0.35113, 0.64286)
S (1.86532, 0.85251, 1.86785)
H (-1.71007, -0.54903, -0.49730)
H (-2.39139, -1.41105, 0.85502)
H (-3.17503, 0.00956, 0.15534)
H (-0.90585, 2.97794, -0.33429)
H (0.93103, 3.19389, 0.30259)
H (0.48523, 3.51692, -1.34771)
H (1.17400, -2.24400, 1.78621)
H (1.03359, -3.25172, 0.32680)
H (2.45828, -2.01881, 0.74406)
H (-0.28733, -1.25144, -1.92726)
H (1.63264, -1.07683, -1.83903)
H (0.52318, -2.58695, -1.60429)
H (-1.48855, 0.11007, 2.45638)
H (-1.70894, 1.46648, 1.37593)
H (1.61082, 1.61888, -1.15347)
H (-0.11964, 0.98884, -1.57520)

Forces on the atoms, in the same order (eV/Å):
-0.957 -1.155 0.259
-0.121 1.126 -3.263
1.760 -0.790 1.019
-1.391 -1.207 0.980
0.292 2.338 0.352
2.292 0.217 2.340
-0.726 1.518 -0.705
1.577 -0.857 0.579
-0.830 -0.252 -0.220
0.287 -0.312 -0.782
-0.001 0.177 -0.375
-0.283 0.322 0.377
0.628 0.571 0.877
-0.890 -0.063 0.667
-0.770 -0.735 1.344
-0.749 0.137 0.270
0.760 0.848 0.372
-1.226 -0.638 -0.823
0.751 1.206 -0.307
-0.701 -0.298 -0.466
1.221 0.648 0.145
0.767 -0.127 -1.130
0.725 -1.135 -0.148
-1.702 -1.578 0.216
-0.713 0.037 -1.576

=====

Record 5
Below is a 2-piece molecular cluster, C6H16NS overall in a non-equilibrium geometry, with properties calculated with ωB97M-V/def2-TZVPD.

Calculated values
- net charge = +1
- relative energy (zero: lowest compared OMol25 entry of this formula, charge and spin) (kcal per mole) = 65.0
- E (eV) = -18797.8411
- LUMO energy (eV) = -4.734

Cartesian coordinates (Å):
C (-3.24463, -0.29926, 0.03370)
C (1.83236, -0.64590, -1.00428)
C (0.93261, 1.63323, -0.73437)
C (1.99390, 0.47472, 1.11156)
C (-1.80490, -0.44511, -0.50387)
C (-0.79421, -0.52727, 0.64266)
N (1.20611, 0.34656, -0.12657)
S (-0.54827, -2.12723, 1.11715)
H (-3.54064, -1.27555, 0.51232)
H (-4.03423, -0.04089, -0.77496)
H (-3.25673, 0.54822, 0.85680)
H (1.57468, -1.54965, -0.63311)
H (1.29161, -0.51800, -2.05503)
H (2.87568, -0.54422, -1.07882)
H (1.76433, 2.40282, -0.78767)
H (0.57441, 1.60247, -1.85488)
H (0.11292, 2.17433, -0.24313)
H (2.99843, 0.48770, 0.73776)
H (1.71499, 1.43737, 1.70655)
H (1.91037, -0.44288, 1.77068)
H (-1.61242, 0.37528, -1.16779)
H (-1.70254, -1.38870, -1.01864)
H (-0.55746, 0.20653, 1.36791)
H (0.31364, -1.88455, 2.12604)

Forces on the atoms, in the same order (eV/Å):
-1.140 0.817 1.260
-2.765 3.073 -3.231
-0.661 1.981 -2.579
-0.933 0.577 1.109
0.058 0.155 1.046
0.162 -0.566 -1.361
-0.799 -0.266 0.379
0.537 0.147 0.024
0.086 1.134 -0.347
1.621 -0.414 1.270
-0.230 -1.694 -1.661
-0.537 -3.231 1.089
1.466 -0.468 2.080
1.410 0.288 -0.242
-0.350 -1.263 0.393
0.728 -0.618 2.138
0.144 -0.350 0.341
0.942 0.467 0.547
0.556 -1.823 -1.103
-0.095 1.011 -0.737
0.457 0.397 -0.289
-0.060 -0.140 -0.584
-0.328 0.885 0.382
-0.271 -0.100 0.077

=====

Record 6
Below is an isolated ion of composition C6H16NS and charge +1 in a non-equilibrium geometry, with properties calculated with ωB97M-V/def2-TZVPD.

Calculated values
- net charge = +1
- multiplicity = 3
- relative energy (zero: lowest compared OMol25 entry of this formula, charge and spin) (kcal per mole) = 47.2
- E (eV) = -18793.2936
- LUMO energy (alpha / beta) (eV) = -2.819 / -7.782

Cartesian coordinates (Å):
C (1.80824, 1.85502, -0.70199)
C (1.05967, -1.12771, -1.52021)
C (-1.87921, -1.27264, -0.59326)
C (-1.31350, -0.51899, 1.69136)
C (0.53532, 1.18564, -0.38606)
C (0.68712, -0.34841, -0.25784)
N (-0.77899, -1.10088, 0.39220)
S (2.02823, -0.82248, 0.85987)
H (2.63742, 1.66701, -0.01884)
H (1.84074, 2.98090, -0.83340)
H (2.06204, 1.54853, -1.68426)
H (2.14797, -0.86266, -1.64023)
H (0.59580, -0.76375, -2.40990)
H (0.88878, -2.20846, -1.48084)
H (-1.52726, -1.12641, -1.63392)
H (-2.37590, -2.19311, -0.37352)
H (-2.61800, -0.47677, -0.43819)
H (-0.50936, -0.82046, 2.45279)
H (-1.38935, 0.53104, 1.66449)
H (-2.29220, -0.81664, 1.87607)
H (-0.22618, 1.26029, -1.08383)
H (0.10810, 1.72261, 0.49908)
H (-0.36521, -2.04576, 0.65361)
H (2.15727, 0.25240, 1.57592)

Forces on the atoms, in the same order (eV/Å):
1.143 2.259 -1.233
1.456 1.025 0.563
0.256 1.162 -0.054
3.672 -1.140 -0.211
-0.233 -0.792 2.849
1.622 1.796 -1.029
-3.528 -1.909 1.748
1.364 -1.282 0.386
-0.054 -0.291 0.075
-0.747 -1.105 0.553
0.965 -0.530 -0.978
-0.818 -0.917 -0.494
-0.546 0.462 -0.558
0.201 -0.015 0.309
-0.138 -0.651 0.586
-0.319 -0.792 -0.495
0.256 -0.053 0.101
-1.676 0.474 -0.571
0.427 1.388 -0.370
-1.552 -1.309 0.640
-1.243 0.703 -1.965
0.138 -1.039 -0.053
-0.853 1.421 -0.669
0.207 1.136 0.871